Density functional theory data (wB97M-V/def2-TZVPD) for a single C4H10 molecule at a distorted geometry.

```
14
Properties=species:S:1:pos:R:3:lowdin_charge:R:1
C 0.5729 -0.4749 1.2429 -0.10
C -0.0699 0.3644 0.1304 -0.50
C 0.8471 0.6111 -1.0662 -0.09
C -1.3682 -0.3093 -0.3454 -0.10
H 0.1262 -0.1428 2.1976 0.07
H 0.3469 -1.5449 1.2301 0.07
H 1.6170 -0.2390 1.4665 0.07
H -0.3631 1.3092 0.5992 0.12
H 0.4376 1.4287 -1.6607 0.07
H 0.8867 -0.2968 -1.6659 0.08
H 1.8580 0.9064 -0.7714 0.07
H -2.0517 -0.4107 0.4986 0.08
H -1.6849 0.1640 -1.2768 0.08
H -1.1544 -1.3654 -0.5791 0.08
```

Results
Kohn-Sham gap   12.347 eV
Relative energy (zero: lowest compared OMol25 entry of this formula, charge and spin)   8.7 kcal per mole
E_LUMO   1.21 eV
Structure (SMILES)   CC(C)C
Total energy   -158.389012 Eh